Here is C8H22Br2CaF2N3O6S2 as an isolated structure in a non-equilibrium geometry from the OMol25 dataset. Energies are from wB97M-V/def2-TZVPD.

HOMO-LUMO gap (alpha / beta): 0.350 / 0.129 hartree
DFT total energy: -211035.8973 eV
spin multiplicity: 2

Cartesian coordinates (Å):
Ca  -2.37  -21.75  -29.95
Br  -1.72  -21.70  -32.62
Br  -0.32  -22.60  -28.25
N  -2.47  -19.79  -29.01
S  -2.86  -19.28  -27.42
O  -4.05  -18.46  -27.35
O  -1.79  -19.05  -26.46
F  -3.40  -20.67  -26.93
S  -1.51  -18.66  -29.22
O  -0.10  -19.14  -29.33
O  -1.82  -17.29  -28.81
F  -2.05  -18.60  -30.74
C  -3.63  -25.07  -32.55
C  -3.10  -25.47  -31.17
C  -2.29  -26.74  -31.29
O  -1.81  -27.16  -30.10
C  -0.50  -26.94  -29.78
N  -2.23  -24.38  -30.70
H  -2.89  -24.57  -33.17
H  -4.40  -24.32  -32.39
H  -3.99  -25.92  -33.14
H  -3.92  -25.52  -30.45
H  -1.58  -26.63  -32.11
H  -3.10  -27.37  -31.67
H  -0.27  -25.93  -29.44
H  0.23  -27.25  -30.52
H  -0.14  -27.55  -28.95
H  -1.46  -24.74  -30.16
H  -1.75  -24.11  -31.55
C  -6.51  -22.20  -31.26
C  -5.70  -21.20  -30.29
C  -5.51  -22.00  -29.00
O  -4.25  -22.81  -29.01
C  -4.28  -23.95  -28.08
N  -4.51  -20.65  -30.88
H  -7.57  -22.30  -31.02
H  -6.03  -23.17  -31.22
H  -6.53  -21.90  -32.30
H  -6.33  -20.34  -30.07
H  -6.30  -22.66  -28.65
H  -5.35  -21.26  -28.22
H  -4.48  -23.80  -27.02
H  -3.38  -24.57  -28.09
H  -4.97  -24.71  -28.44
H  -4.20  -19.89  -30.29
H  -4.58  -20.22  -31.79